1.
# C22H23F5GeN3O3SZr

C22H23F5GeN3O3SZr as an isolated structure (ωB97M-V/def2-TZVPD, OMol25).

```
59
Properties=species:S:1:pos:R:3:nbo_charge:R:1
Zr -0.43755 -0.18735 -0.31970 2.24
C -4.69202 0.43248 -1.03213 -0.67
C -3.44160 0.65495 -0.24428 0.50
O -2.41421 -0.06761 -0.63402 -0.81
C -3.38195 1.51946 0.80092 -0.43
C -2.23146 1.71100 1.62492 0.38
C -2.34197 2.65986 2.77486 -0.67
N -1.10175 1.08146 1.39071 -0.51
N -0.09919 1.36334 2.33541 -0.37
C 0.97914 0.72288 2.07294 0.55
O 1.04826 -0.08506 1.00940 -0.85
C 2.17292 0.85100 2.92252 -0.07
C 2.23137 1.82088 3.92273 -0.17
C 3.35887 1.92294 4.71675 -0.21
C 4.43231 1.06126 4.52249 -0.18
C 4.37675 0.09511 3.52930 -0.21
C 3.25020 -0.00938 2.72800 -0.19
H -5.12320 -0.53145 -0.75165 0.24
H -4.45693 0.38640 -2.09501 0.24
H -5.42704 1.21141 -0.84792 0.23
H -4.27158 2.07642 1.04929 0.23
H -3.34533 3.07116 2.83572 0.23
H -1.61597 3.46476 2.65956 0.25
H -2.08996 2.15164 3.70482 0.26
H 1.38819 2.48253 4.06397 0.23
H 3.40267 2.67637 5.49174 0.22
H 5.31097 1.14294 5.14849 0.22
H 5.20822 -0.58104 3.38163 0.22
H 3.19216 -0.76748 1.95836 0.22
F -4.71415 -5.05904 1.28576 -0.27
C -3.73086 -4.45421 0.63678 0.28
C -2.96341 -3.49383 1.27323 0.29
F -3.19773 -3.16193 2.53746 -0.27
C -1.95350 -2.88610 0.55920 0.29
F -1.18531 -1.93704 1.18779 -0.30
C -1.65499 -3.17414 -0.75995 -0.25
S -0.31449 -2.39097 -1.56494 -0.27
C -2.44556 -4.14199 -1.37087 0.32
F -2.21814 -4.47400 -2.63822 -0.28
C -3.46715 -4.77683 -0.68755 0.32
F -4.20391 -5.69727 -1.29374 -0.28
O 0.16705 1.39580 -1.55106 -0.67
N 0.80379 1.54436 -2.71963 -0.19
C 2.79781 -0.55856 -1.54629 -1.12
Ge 2.42829 0.41726 -3.16598 1.72
C 1.77571 -0.61845 -4.66908 -1.10
C 3.74483 1.78344 -3.55012 -1.10
C 0.36536 2.42843 -3.51674 -0.02
H 3.70990 -1.13918 -1.70223 0.28
H 2.03437 -1.29735 -1.29923 0.25
H 2.96624 0.10750 -0.70263 0.27
H 2.61472 -0.91609 -5.29727 0.26
H 1.08771 -0.02733 -5.27197 0.25
H 1.26375 -1.51032 -4.31035 0.26
H 4.69677 1.30271 -3.77579 0.26
H 3.87703 2.42966 -2.68390 0.26
H 3.45542 2.38107 -4.41346 0.25
H 0.87250 2.56161 -4.46275 0.21
H -0.49239 3.03192 -3.24633 0.23
```

Computed properties:
- Total charge: +1
- Multiplicity: 1
- LUMO: -3.4 eV
- Relative energy (zero: lowest compared OMol25 entry of this formula, charge and spin): 2.7 kcal/mol
- Kohn-Sham gap: 0.274 Ha

2.
# C22H23FN2O3

One molecule with the formula C22H23FN2O3 (ωB97M-V/def2-TZVPD, OMol25).

```
51
Properties=species:S:1:pos:R:3:nbo_charge:R:1
O -2.26119 -1.44501 -3.36739 -0.61
C -1.87245 -1.76234 -2.26092 0.66
C -2.87028 -1.99671 -1.12613 -0.17
O -2.66833 -1.02545 -0.10242 -0.51
C -2.82113 -1.41902 1.17052 0.82
O -3.03589 -2.55999 1.49653 -0.61
C -2.68852 -0.27591 2.11969 -0.22
C -2.15576 0.99087 1.53984 -0.03
C -2.95034 1.76281 0.70031 -0.13
C -2.44608 2.91469 0.12480 -0.22
C -1.14423 3.31034 0.38421 -0.21
C -0.34984 2.55366 1.22793 -0.21
C -0.85351 1.39885 1.80214 -0.21
C -3.78052 -0.21517 3.17283 -0.37
C -2.40966 -0.64644 3.55605 -0.39
N -0.56766 -1.95017 -1.97765 -0.43
C 0.01906 -2.26675 -0.69919 -0.21
C 0.73592 -1.03490 -0.13101 -0.23
N 1.73469 -0.59864 -1.08261 -0.45
C 2.83514 0.13125 -0.64570 0.17
C 2.92024 0.66041 0.64502 -0.25
C 4.05414 1.32640 1.07124 -0.27
C 5.11575 1.47623 0.20148 0.37
F 6.22465 2.13321 0.61306 -0.33
C 5.06718 0.96486 -1.08279 -0.26
C 3.93553 0.29366 -1.49602 -0.22
C 1.13902 -0.27866 -2.36618 -0.22
C 0.43407 -1.51381 -2.92912 -0.23
H -3.87395 -1.85865 -1.54069 0.22
H -2.79131 -3.00616 -0.70651 0.23
H -3.96408 1.45218 0.49619 0.21
H -3.06991 3.50503 -0.52966 0.22
H -0.74950 4.20766 -0.06842 0.22
H 0.66560 2.85956 1.43364 0.22
H -0.23300 0.80699 2.46080 0.21
H -4.11768 0.76766 3.46559 0.23
H -4.55695 -0.96336 3.12523 0.23
H -1.80201 0.03095 4.13565 0.22
H -2.25001 -1.69317 3.76636 0.24
H -0.72424 -2.62584 0.00843 0.22
H 0.75667 -3.06212 -0.85830 0.20
H 1.22522 -1.32040 0.80082 0.21
H -0.00926 -0.24923 0.07064 0.19
H 2.09063 0.57055 1.32644 0.21
H 4.11454 1.73628 2.06732 0.23
H 5.91326 1.08601 -1.74055 0.23
H 3.91437 -0.12797 -2.48869 0.21
H 1.90345 0.06257 -3.06119 0.21
H 0.39262 0.52468 -2.24841 0.18
H -0.06796 -1.27899 -3.86816 0.25
H 1.15481 -2.32193 -3.08435 0.20
```

Computed properties:
- Multiplicity: 1
- LUMO: 0.7 eV
- SMILES: O=C(COC(=O)C1(c2ccccc2)CC1)N1CCN(c2ccc(F)cc2)CC1
- Relative energy (zero: lowest compared OMol25 entry of this formula, charge and spin): 34.6 kcal/mol
- Kohn-Sham gap: 0.317 Ha

3.
# C22H23N2O5

A 2-piece molecular cluster, C22H23N2O5 overall (ωB97M-V/def2-TZVPD, OMol25).

```
52
Properties=species:S:1:pos:R:3:nbo_charge:R:1
C 1.94498 2.70884 3.59556 -0.62
C 0.57605 2.13819 3.25179 -0.08
O 0.65146 1.14346 2.24944 -0.53
C -0.50487 1.10631 1.48781 0.73
C -0.88301 -0.20059 0.97425 -0.10
C -2.27421 -0.43499 0.52578 -0.66
N -0.00297 -1.16216 1.14573 -0.36
C -0.12208 -2.46292 0.94444 -0.19
C 0.90855 -3.33973 1.34985 0.06
C 0.77231 -4.73497 1.26484 -0.27
C 1.78850 -5.56372 1.67511 -0.21
C 2.96439 -5.02509 2.17502 -0.29
C 3.11971 -3.65198 2.27484 -0.22
C 2.10305 -2.81916 1.87703 -0.24
O -1.24216 2.07255 1.31907 -0.71
H 1.96214 3.22586 4.56135 0.20
H 2.68243 1.90347 3.62763 0.21
H 2.28854 3.41610 2.83495 0.20
H 0.09450 1.65247 4.11411 0.16
H -0.11002 2.91687 2.89993 0.21
H -2.79357 0.50555 0.32319 0.23
H -2.30393 -1.03863 -0.38035 0.18
H -2.83806 -0.95628 1.30003 0.20
H -1.02005 -2.85326 0.50371 0.14
H -0.14797 -5.14592 0.88979 0.19
H 1.67220 -6.63567 1.60465 0.19
H 3.76374 -5.67971 2.48451 0.19
H 4.04232 -3.24056 2.65605 0.19
H 2.20377 -1.75186 1.96525 0.23
C 3.51128 0.23654 -1.77220 -0.70
C 2.11656 -0.21544 -2.02095 0.53
C 1.06337 0.77597 -2.11255 -0.30
C -0.20420 0.37493 -2.21800 -0.09
C -1.36307 1.23381 -2.36983 -0.04
C -2.59028 0.66538 -2.72102 -0.19
C -3.69180 1.45532 -2.94315 -0.17
C -3.59861 2.82720 -2.83062 0.00
N -4.76443 3.63493 -3.18414 0.52
O -4.63823 4.86335 -3.25171 -0.39
O -5.82872 3.05020 -3.42403 -0.39
C -2.40159 3.40804 -2.45230 -0.18
C -1.29767 2.62178 -2.21932 -0.12
O 1.87205 -1.39598 -2.12948 -0.54
H 3.64839 1.28138 -2.05303 0.20
H 3.75221 0.13217 -0.71575 0.25
H 4.20650 -0.38025 -2.34287 0.23
H 1.32288 1.81904 -2.12918 0.19
H -0.37856 -0.68816 -2.22163 0.24
H -2.67021 -0.40032 -2.85020 0.22
H -4.63932 1.03327 -3.24164 0.24
H -2.34553 4.48148 -2.36799 0.24
H -0.37675 3.09284 -1.92376 0.21
```

Computed properties:
- Total charge: -1
- Multiplicity: 1
- LUMO: 1.1 eV
- Kohn-Sham gap: 0.137 Ha

4.
# C22H23N3O

One molecule with the formula C22H23N3O (ωB97M-V/def2-TZVPD, OMol25).

```
49
Properties=species:S:1:pos:R:3:nbo_charge:R:1
N -1.26658 -7.18623 6.09444 -0.29
C -1.37606 -6.43430 5.20866 0.27
C -1.58783 -5.52769 4.10746 -0.16
C -1.04693 -4.23476 4.11360 -0.17
C -1.21577 -3.34573 3.02116 -0.19
C -2.01920 -3.76849 1.92710 -0.09
C -2.54763 -3.16683 0.72012 0.18
C -2.40222 -1.74910 0.16399 -0.44
C -1.04057 -1.67941 -0.50435 -0.38
C -0.72512 -0.39816 -1.28702 -0.22
C 0.54144 -0.58930 -2.07516 -0.39
C 0.95375 0.67340 -2.82982 -0.21
N 1.00801 1.83121 -1.91595 -0.45
C 1.70672 3.00935 -2.56017 -0.23
C 2.14928 4.09544 -1.63536 -0.04
C 3.23044 3.84551 -0.77041 -0.19
C 3.71494 4.82283 0.04690 -0.21
C 3.21260 6.12520 -0.05146 -0.21
C 2.14639 6.42005 -0.89897 -0.22
C 1.62673 5.41056 -1.71035 -0.20
C -0.23725 2.09126 -1.14153 -0.22
C -0.52684 0.80962 -0.31621 -0.40
N -3.31273 -4.04254 0.07710 -0.09
O -3.35648 -5.22060 0.86192 -0.30
C -2.54133 -5.04572 1.93873 0.28
C -2.34465 -5.92307 3.00490 -0.19
H -0.40879 -3.90415 4.96738 0.23
H -0.74126 -2.38071 3.04968 0.23
H -2.44965 -0.94182 0.91500 0.22
H -3.19709 -1.55830 -0.57931 0.24
H -0.21796 -1.84822 0.21779 0.20
H -1.00600 -2.49307 -1.23067 0.21
H -1.54286 -0.20540 -2.01537 0.20
H 0.39435 -1.36518 -2.82363 0.21
H 1.40067 -0.88401 -1.45108 0.20
H 1.94558 0.47051 -3.25096 0.20
H 0.26496 0.92896 -3.65889 0.16
H 2.57035 2.60094 -3.12517 0.21
H 1.08130 3.47150 -3.32273 0.17
H 3.63825 2.81418 -0.68272 0.22
H 4.50937 4.58446 0.72984 0.21
H 3.55061 6.88088 0.62770 0.21
H 1.80391 7.45746 -0.95563 0.22
H 0.78002 5.58056 -2.38789 0.21
H -0.06638 2.94073 -0.45460 0.21
H -1.07393 2.34993 -1.80084 0.16
H -1.42523 0.94120 0.27937 0.20
H 0.28200 0.62089 0.40128 0.21
H -2.83532 -6.88384 2.96213 0.24
```

Computed properties:
- Multiplicity: 1
- LUMO: -0.4 eV
- SMILES: N#Cc1ccc2c(CCC3CCN(Cc4ccccc4)CC3)noc2c1
- Relative energy (zero: lowest compared OMol25 entry of this formula, charge and spin): 65.8 kcal/mol
- Kohn-Sham gap: 0.296 Ha

Number 1: strongest force on any atom 0.0141 Eh/bohr, HOMO level -10.9 eV. Number 2: strongest force on any atom 0.0104 Eh/bohr, HOMO level -7.9 eV. Number 3: strongest force on any atom 0.0482 Eh/bohr, HOMO level -2.6 eV. Number 4: strongest force on any atom 0.0427 Eh/bohr, HOMO level -8.5 eV.